[1]
5
Properties=species:S:1:pos:R:3:nbo_charge:R:1 method="wB97M-V/def2-TZVPD" lumo_ev="-1.0 / -1.0" fmax_ha_per_bohr=0.08277 e_homo_ev="-10.23 / -10.23" relative_energy_ev=2.1297 total_charge=0
O 1.3667 0.3210 -0.5871 -0.939
P -0.8815 0.4221 -0.3628 0.902
Cl -1.0080 -1.3837 -1.1778 -0.229
Br -1.1349 0.0252 1.7819 -0.188
H 1.6578 0.6154 0.3458 0.454

---

[2]
6
Properties=species:S:1:pos:R:3:nbo_charge:R:1 method="wB97M-V/def2-TZVPD" lumo_ev="-1.7 / -0.8" fmax_ha_per_bohr=0.04258 e_homo_ev="-8.76 / -9.42" relative_energy_ev=1.4446 total_charge=0
C -1.1832 -0.3843 0.6900 0.415
O -1.7359 -1.2300 1.2363 -0.449
O 1.0538 0.2255 -1.8019 -0.784
S 1.5175 -0.4746 -0.6279 1.021
Cl -1.5599 0.8731 -0.3384 0.067
Cl 1.9077 0.9904 0.8420 -0.269

---

[3]
10
Properties=species:S:1:pos:R:3:nbo_charge:R:1 method="wB97M-V/def2-TZVPD" lumo_ev=-0.5 fmax_ha_per_bohr=0.07730 e_homo_ev=-8.81 smiles="S=CCOC=S" relative_energy_ev=3.0080 total_charge=0
C 0.8334 -0.7930 -0.5892 -0.307
C -0.3864 -0.8887 0.2368 -0.195
C -1.7984 1.0305 0.1990 -0.006
H 0.9882 0.2356 -1.3010 0.221
H -0.1005 -0.0685 1.0687 0.230
H -0.6704 -1.8601 0.5661 0.224
H -2.7376 1.3917 -0.0852 0.198
O -1.5002 -0.2805 -0.3681 -0.495
S 2.1490 -1.6908 -0.4483 0.075
S -0.7346 2.0940 0.6744 0.055